Entry from OMol25: a structure of composition C30H43Cl3LuN5O3Si at a distorted geometry (ωB97M-V with the def2-TZVPD basis set).

HOMO   -6.57 eV
Total energy   -124471.55945 eV
Frontier orbital gap   5.6 eV
Molecular weight   831.12 g/mol
Total charge   0

Geometry (Å):
C: -7.056 -2.909 -0.342
C: -6.953 -4.339 -0.775
H: -7.634 -2.337 -1.084
H: -6.050 -2.468 -0.258
H: -7.578 -2.826 0.626
C: -7.988 -4.999 -1.329
C: -9.310 -4.360 -1.657
H: -7.945 -6.088 -1.500
H: -9.188 -3.376 -2.155
H: -9.929 -4.204 -0.750
H: -9.892 -5.024 -2.322
Lu: -0.944 -1.105 0.412
Cl: -1.710 0.657 1.922
Cl: -1.961 -3.133 1.444
C: 1.127 -3.400 0.591
O: 0.733 -2.448 -0.161
N: 1.441 -4.619 0.161
C: 1.531 -4.916 -1.259
C: 1.267 -5.739 1.070
H: 1.135 -3.252 1.665
H: 2.041 -4.074 -1.730
H: 0.535 -5.021 -1.708
H: 2.102 -5.841 -1.382
H: 1.370 -5.358 2.085
H: 2.022 -6.510 0.893
H: 0.281 -6.226 1.000
H: -3.328 3.007 -2.993
H: -3.875 -0.444 -2.408
C: -2.781 2.343 -3.678
C: -3.396 -0.048 -3.353
N: -2.542 1.057 -3.038
H: -1.821 2.808 -3.922
C: -1.642 0.920 -2.064
O: -1.571 -0.136 -1.368
H: -2.832 -0.890 -3.772
H: -1.001 1.786 -1.864
H: -3.370 2.198 -4.587
H: -4.162 0.280 -4.049
O: -4.526 -4.453 -0.946
C: -5.670 -5.091 -0.412
C: -5.774 -6.956 -2.142
C: -5.643 -6.545 -0.804
H: -5.979 -6.210 -2.932
C: -5.667 -8.326 -2.438
H: -5.553 -4.946 0.675
C: -5.434 -7.468 0.212
H: -5.783 -8.628 -3.495
C: -5.414 -9.248 -1.421
C: -5.341 -8.826 -0.087
H: -5.375 -7.089 1.233
H: -5.296 -10.304 -1.682
H: -5.199 -9.539 0.713
Si: -3.071 -4.525 -1.770
Cl: -4.257 -2.008 -1.555
C: -3.472 -5.135 -3.502
C: -2.220 -6.000 -0.871
C: -1.520 -3.403 -1.976
H: -3.730 -6.204 -3.519
H: -2.596 -4.985 -4.152
H: -4.320 -4.580 -3.921
H: -1.747 -2.358 -2.243
H: -0.890 -3.860 -2.764
H: -0.910 -3.377 -1.061
H: -2.876 -6.879 -0.793
H: -1.953 -5.690 0.147
H: -1.307 -6.320 -1.395
N: 6.963 6.286 2.877
C: 6.198 5.549 2.383
C: 5.264 4.628 1.780
C: 5.488 4.157 0.479
C: 4.609 3.237 -0.099
C: 3.529 2.765 0.646
C: 3.251 3.271 1.928
C: 4.140 4.202 2.495
N: 2.697 1.748 0.131
C: 2.802 1.173 -1.145
C: 1.834 0.208 -1.223
N: 1.106 0.190 -0.019
C: 1.681 1.091 0.762
H: 6.347 4.501 -0.094
H: 4.774 2.904 -1.122
H: 2.365 2.971 2.460
H: 3.946 4.585 3.492
H: 3.546 1.468 -1.866
H: 1.586 -0.447 -2.045
H: 1.375 1.340 1.781

These are the Löwdin partial charges, in e, on atoms 1 to 5: number 1, C, carries -0.089; number 2, C, carries -0.223; number 3, H, carries 0.073; number 4, H, carries -0.024; number 5, H, carries 0.090